{"formula": "C3H10NO4", "method": "wB97M-V/def2-TZVPD", "gap_ev": 8.3, "total_energy_ev": -12955.654, "homo_ha": -0.173, "total_charge": -1, "relative_energy_kj_mol": 63.52, "lumo_energy_ev": 3.6, "species": ["C", "N", "C", "O", "O", "C", "H", "H", "H", "H", "H", "H", "H", "H", "O", "H", "H", "O"], "coordinates": [[-0.366954, 2.181360, -0.320478], [-0.386061, 0.768822, -0.034619], [0.773897, -0.038960, -0.150741], [1.898878, 0.486298, -0.194983], [0.541547, -1.287244, -0.059417], [-1.721153, 2.769061, 0.146912], [0.381225, 2.746765, 0.247515], [-0.308027, 2.363681, -1.373764], [-1.266966, 0.306927, 0.051283], [-1.734072, 3.851464, 0.191300], [-1.999628, 2.302401, 1.108330], [-2.608942, 2.521357, -0.435725], [1.029634, -3.745352, -0.595177], [1.914667, -2.953702, -1.629239], [1.378547, -3.712863, -1.484219], [0.311606, -2.392838, 1.135375], [1.546750, -2.962148, 1.764398], [0.615051, -3.205030, 1.633248]], "forces_ev_per_a": [[-1.8407, 0.1518, 1.0511], [1.3014, 0.5681, -0.1369], [-0.0063, -0.8516, 1.1783], [-0.4310, 0.5767, -0.5066], [-0.2839, 0.4573, -0.4132], [-0.5113, -0.6985, 0.4112], [0.3058, -0.5386, -0.3629], [0.6166, 0.3366, -0.7981], [-0.1287, -0.2393, -0.1648], [0.2307, 0.2414, 0.3069], [0.4515, 0.6221, 0.0927], [0.2467, -0.2744, -0.7246], [0.0864, 0.7765, 0.5004], [0.1810, 1.1429, 0.5862], [-0.3287, -1.9698, -1.0414], [0.2684, -0.3745, -0.0593], [-0.4180, -0.2151, -0.0470], [0.2601, 0.2886, 0.1282]]}